Entry 1:
{"formula": "C2H4N5", "method": "ωB97M-V/def2-TZVPD", "symbols": ["C", "C", "N", "N", "N", "N", "N", "H", "H", "H", "H"], "positions_angstrom": [[0.86, 0.60, 0.15], [-1.73, -0.57, 0.07], [1.45, 0.00, 1.20], [1.64, 0.94, -0.83], [2.72, 0.11, 0.87], [2.82, 0.69, -0.35], [-1.27, 0.65, -0.46], [-1.67, -0.54, 1.12], [-2.63, -0.88, -0.23], [-1.09, -1.42, -0.09], [-1.10, 0.43, -1.44]], "e_lumo_ev": 4.07, "total_charge": -1, "largest_force_ev_per_a": 4.37, "e_above_lowest_kcal_mol": 81.5, "total_energy_ev": -9585.7404}

---

Entry 2:
{"formula": "C10H15B", "method": "ωB97M-V/def2-TZVPD", "symbols": ["B", "C", "C", "C", "C", "C", "C", "C", "C", "C", "C", "H", "H", "H", "H", "H", "H", "H", "H", "H", "H", "H", "H", "H", "H", "H"], "positions_angstrom": [[1.24, 0.83, -1.69], [-1.96, -0.84, -2.04], [-0.96, -0.55, -1.47], [1.55, -0.53, -2.36], [-1.57, 0.17, 2.21], [-1.48, -1.25, 1.53], [-0.53, 0.96, 1.28], [-0.05, -1.42, 1.10], [0.41, 0.00, 0.61], [0.17, 0.04, -0.95], [2.05, 2.17, -1.21], [-2.67, -1.38, -2.60], [1.13, -1.16, -3.09], [2.35, -1.01, -1.82], [-2.67, 0.58, 2.28], [-1.09, -0.03, 3.23], [-1.83, -1.96, 2.23], [-2.05, -1.22, 0.65], [-1.09, 1.50, 0.52], [-0.05, 1.65, 1.91], [0.64, -1.68, 1.96], [0.07, -2.12, 0.18], [1.54, 0.05, 0.74], [2.17, 2.84, -2.06], [3.05, 1.69, -0.92], [1.62, 2.65, -0.24]], "e_lumo_ev": 0.57, "largest_force_ev_per_a": 3.44, "e_above_lowest_kcal_mol": 72.0, "total_energy_ev": -11284.4326}

---

Entry 3:
{"formula": "C8H11NO", "method": "ωB97M-V/def2-TZVPD", "symbols": ["C", "C", "C", "C", "C", "C", "C", "C", "N", "O", "H", "H", "H", "H", "H", "H", "H", "H", "H", "H", "H"], "positions_angstrom": [[1.09, 1.19, -1.49], [0.04, 0.87, -0.78], [2.23, 0.27, -1.56], [0.06, -0.40, -0.03], [3.34, 0.65, -2.29], [-1.14, -0.17, 2.55], [-2.64, -0.81, 0.50], [-1.32, -0.93, 1.28], [2.16, -0.88, -0.87], [1.08, -1.12, -0.17], [1.35, 2.07, -2.13], [-0.85, 1.50, -0.68], [4.07, -0.08, -2.53], [3.49, 1.73, -2.60], [-0.12, -0.46, 3.09], [-2.15, -0.28, 2.99], [-1.00, 0.96, 2.52], [-2.59, 0.24, 0.10], [-3.41, -0.85, 1.12], [-2.72, -1.50, -0.33], [-0.95, -2.01, 1.33]], "e_lumo_ev": -0.11, "largest_force_ev_per_a": 5.57, "e_above_lowest_kcal_mol": 168.9, "total_energy_ev": -12005.0773}